Entry 1:
This record from the OMol25 dataset describes a cluster of 9 separate species, C29H65F2N9O13P in total in a non-equilibrium geometry. The level of theory is the ωB97M-V functional and the def2-TZVPD basis.

```
! RIJCOSX wB97M-V def2-TZVPD def2/J DEFGRID3
* xyz -1 1
C 5.10 1.21 -0.41
C 5.22 -0.25 -1.00
F 4.78 -0.33 -2.35
C 4.60 -1.37 -0.07
F 5.48 -1.44 1.06
N 3.28 -1.09 0.48
C 2.35 -0.59 -0.54
P 0.55 -0.91 -0.14
O 0.26 -1.16 1.30
O 0.07 -2.19 -1.11
O -0.26 0.45 -0.71
C 4.71 -2.77 -0.80
O 5.85 -3.28 -0.85
O 3.67 -3.36 -1.27
H 5.09 1.17 0.71
H 4.26 1.78 -0.87
H 6.05 1.74 -0.71
H 6.32 -0.47 -1.05
H 3.32 -0.52 1.31
H 2.54 -1.05 -1.55
H 2.46 0.53 -0.56
H 0.45 -2.09 -2.01
H 0.43 1.05 -1.08
C 2.00 2.33 4.15
C 1.38 2.34 2.78
O 2.01 2.02 1.78
N 0.08 2.73 2.68
C -0.82 3.13 3.74
H 3.04 2.00 4.07
H 1.98 3.33 4.58
H 1.46 1.63 4.79
H -0.27 2.71 1.73
H -1.67 2.46 3.74
H -1.16 4.15 3.53
H -0.34 3.11 4.71
C 1.66 -5.16 -2.78
C 0.94 -4.09 -3.57
O 1.23 -2.90 -3.49
N -0.07 -4.48 -4.40
C -0.56 -5.82 -4.63
H 2.44 -4.71 -2.17
H 0.95 -5.67 -2.13
H 2.13 -5.87 -3.47
H -0.50 -3.72 -4.89
H -0.46 -6.06 -5.69
H -1.62 -5.85 -4.36
H -0.02 -6.56 -4.04
C 0.58 4.02 -0.49
C 1.46 3.69 -1.66
O 1.49 2.58 -2.16
N 2.24 4.68 -2.17
C 2.34 6.06 -1.72
H 0.02 3.13 -0.20
H 1.19 4.34 0.36
H -0.13 4.81 -0.75
H 2.80 4.39 -2.96
H 2.06 6.72 -2.54
H 3.38 6.25 -1.44
H 1.69 6.26 -0.87
C -3.95 4.27 6.40
C -4.12 4.13 4.91
O -3.38 4.69 4.12
N -5.15 3.36 4.47
C -6.12 2.62 5.25
H -3.10 4.92 6.61
H -4.84 4.72 6.85
H -3.76 3.30 6.85
H -5.20 3.31 3.46
H -6.05 1.57 5.00
H -7.12 2.99 4.99
H -5.97 2.75 6.32
C 11.44 -2.61 -2.33
C 11.04 -4.04 -2.62
O 11.88 -4.91 -2.86
N 9.72 -4.34 -2.62
C 8.60 -3.45 -2.36
H 12.52 -2.53 -2.37
H 11.01 -1.95 -3.08
H 11.10 -2.33 -1.33
H 9.53 -5.31 -2.82
H 8.04 -3.83 -1.51
H 7.95 -3.45 -3.24
H 8.92 -2.43 -2.16
C -10.32 -0.35 5.34
C -9.01 0.22 4.89
O -8.08 0.41 5.66
N -8.87 0.54 3.57
C -9.85 0.39 2.51
H -10.28 -0.55 6.41
H -11.13 0.36 5.14
H -10.52 -1.29 4.82
H -7.97 0.92 3.34
H -9.44 -0.27 1.75
H -10.04 1.37 2.08
H -10.79 -0.03 2.88
C 10.19 -4.32 -5.83
C 9.46 -3.30 -6.67
O 9.70 -2.10 -6.59
N 8.51 -3.75 -7.53
C 8.09 -5.12 -7.76
H 10.91 -3.81 -5.19
H 9.48 -4.85 -5.20
H 10.72 -5.02 -6.47
H 8.06 -3.02 -8.06
H 8.26 -5.36 -8.81
H 7.03 -5.20 -7.54
H 8.64 -5.82 -7.14
C -14.81 1.86 2.25
C -13.43 1.95 2.83
O -12.82 0.96 3.22
N -12.85 3.18 2.92
C -13.41 4.46 2.51
H -15.14 0.83 2.25
H -15.51 2.45 2.86
H -14.81 2.23 1.22
H -11.92 3.16 3.32
H -12.75 4.90 1.76
H -13.44 5.11 3.38
H -14.41 4.35 2.10
*
```

Computed properties:
LUMO (hartree): 0.045
Gap between HOMO and LUMO (eV): 5.70
Strongest force on any atom (eV/Å): 2.930
E (eV): -85886.7897


Entry 2:
This record from the OMol25 dataset describes a cluster of 12 separate species, C5H34NO12 in total in a non-equilibrium geometry. The level of theory is the ωB97M-V functional and the def2-TZVPD basis.

```
! RIJCOSX wB97M-V def2-TZVPD def2/J DEFGRID3
* xyz 1 1
C 0.96 2.02 0.78
O 2.20 1.47 0.34
C 0.23 0.91 1.53
C -1.04 0.32 0.89
C -0.48 -0.66 -0.09
C 1.28 -2.21 0.57
N 0.05 -1.92 0.47
H 1.22 2.92 1.37
H 0.42 2.38 -0.12
H 2.38 1.61 -0.62
H 0.11 1.10 2.61
H 0.96 0.11 1.65
H -1.61 -0.22 1.66
H -1.63 1.16 0.58
H -1.22 -1.05 -0.82
H 0.27 -0.22 -0.76
H 1.52 -3.18 0.97
H 2.10 -1.53 0.39
H -0.68 -2.60 0.67
H -1.52 -1.08 -4.06
H -1.23 0.08 -2.92
O -0.98 -0.36 -3.73
H 4.30 0.40 2.10
H 3.10 0.53 1.24
O 3.50 -0.10 1.91
H 2.93 -2.49 -2.23
H 1.55 -3.06 -2.23
O 2.25 -2.79 -1.61
H 0.09 -2.91 3.64
H 0.27 -4.36 3.01
O 0.34 -3.41 2.85
H 2.64 1.37 -2.99
H 4.15 1.29 -2.69
O 3.29 1.19 -2.29
H 0.28 1.07 -3.77
H 0.25 2.53 -3.12
O 0.70 1.68 -3.15
H 1.93 0.01 4.78
H 2.71 -0.24 3.51
O 2.36 -0.71 4.30
H -3.46 -2.61 0.49
H -3.80 -1.65 1.56
O -3.17 -2.36 1.39
H -2.46 3.61 -2.66
H -1.18 3.82 -1.72
O -1.71 3.19 -2.23
H -4.41 1.55 0.60
H -3.82 1.72 2.05
O -4.09 1.09 1.39
H -4.72 0.55 -1.83
H -3.25 1.21 -2.15
O -3.86 0.83 -1.51
*
```

Computed properties:
Energy relative to the best compared isomer or geometry (same formula, charge and spin) (eV): 2.734
LUMO (hartree): -0.097
Gap between HOMO and LUMO (eV): 10.21
Strongest force on any atom (eV/Å): 3.117
E (eV): -31790.4637


Entry 3:
This record from the OMol25 dataset describes a cluster of 2 separate species, C6H12O in total in a non-equilibrium geometry. The level of theory is the ωB97M-V functional and the def2-TZVPD basis.

```
! RIJCOSX wB97M-V def2-TZVPD def2/J DEFGRID3
* xyz 0 1
C 2.78 0.37 1.16
C 1.53 0.46 0.57
C 0.84 -0.07 -0.67
C -0.41 0.31 -0.80
C -1.27 1.21 0.10
C -1.24 -0.51 -1.77
H 3.72 0.44 0.50
H 2.97 0.13 2.20
H 0.92 0.99 1.32
H 1.36 -0.97 -1.18
H -1.91 0.78 0.92
H -0.54 1.83 0.67
H -1.72 2.13 -0.31
H -2.16 0.06 -2.26
H -0.73 -0.71 -2.71
H -1.63 -1.45 -1.32
O -1.09 -1.86 1.45
H -0.13 -1.68 1.57
H -1.31 -1.45 0.55
*
```

Computed properties:
SMILES: C=CC=C(C)C.O
Energy relative to the best compared isomer or geometry (same formula, charge and spin) (eV): 3.782
LUMO (hartree): 0.015
Gap between HOMO and LUMO (eV): 8.85
Strongest force on any atom (eV/Å): 3.931
E (eV): -8460.5716


Entry 4:
This record from the OMol25 dataset describes a cluster of 12 separate species, C3H32N2O11 in total in a non-equilibrium geometry. The level of theory is the ωB97M-V functional and the def2-TZVPD basis.

```
! RIJCOSX wB97M-V def2-TZVPD def2/J DEFGRID3
* xyz 0 1
N 0.94 1.01 2.23
C 0.32 0.99 0.87
C 0.99 -0.08 0.03
C 0.02 -0.95 -0.79
N 0.63 -2.17 -1.39
H 1.95 1.02 2.20
H 0.61 1.78 2.79
H -0.74 0.81 0.99
H 0.48 2.00 0.48
H 1.51 -0.82 0.65
H 1.82 0.38 -0.53
H -0.82 -1.20 -0.16
H -0.22 -0.40 -1.70
H -0.08 -2.49 -2.04
H 0.77 -2.89 -0.69
O 0.42 -1.57 3.47
H 0.46 -0.83 2.84
H 1.35 -1.61 3.75
O -1.27 -2.84 1.88
H -1.69 -3.52 2.43
H -0.52 -2.48 2.41
O -2.09 1.55 -0.72
H -1.70 1.17 -1.51
H -2.50 0.86 -0.19
O 2.47 4.23 -0.37
H 1.89 4.21 -1.14
H 2.61 3.29 -0.17
O -0.51 3.52 -1.77
H -1.36 3.78 -2.15
H -0.72 3.01 -0.98
O 2.54 -2.94 1.83
H 2.74 -2.39 1.07
H 1.97 -3.63 1.49
O -2.94 -0.75 0.75
H -2.98 -0.21 1.55
H -2.53 -1.59 0.96
O -2.25 0.66 3.00
H -2.86 0.92 3.70
H -1.42 0.69 3.48
O -2.01 -1.38 -3.13
H -2.19 -0.48 -2.87
H -1.23 -1.41 -3.69
O 0.11 1.26 -3.31
H 0.98 0.91 -3.53
H 0.22 2.22 -3.38
O 2.90 -0.43 -2.59
H 2.05 -0.73 -2.24
H 3.41 -1.25 -2.58
*
```

Computed properties:
SMILES: NCCCN.O.O.O.O.O.O.O.O.O.O.O
Energy relative to the best compared isomer or geometry (same formula, charge and spin) (eV): 0.931
LUMO (hartree): 0.008
Gap between HOMO and LUMO (eV): 10.03
Strongest force on any atom (eV/Å): 1.472
E (eV): -29133.6351